Here is a structure of composition C23H35OPtS in a non-equilibrium geometry from the OMol25 dataset. Energies are from ωB97M-V with the def2-TZVPD basis set.

The LUMO energy (spin up / spin down) is -0.0723 / -0.2146 Eh. The value obtained for the HOMO energy (spin up / spin down) is -0.3505 / -0.4155 hartree. As for the total energy: -1489.66764 Eh. As for the max |F|: 2.75 eV/Å. The calculation puts the relative energy (zero: lowest compared OMol25 entry of this formula, charge and spin) at 12.51 kJ/mol. The calculation puts the HOMO-LUMO gap (spin up / spin down) at 7.6 / 5.5 eV.

Geometry as ORCA input:
```
! RIJCOSX wB97M-V def2-TZVPD def2/J DEFGRID3
* xyz 1 5
C 0.797 -1.995 0.229
C 1.784 -1.203 -0.604
C 1.550 -1.604 -1.983
C 0.456 -2.492 -2.029
C 0.003 -2.766 -0.719
Pt 0.064 -0.055 -0.149
C -2.358 1.900 -0.284
C -1.847 1.390 0.886
H -1.587 2.045 1.711
C -1.600 -0.048 1.106
H -2.343 -0.733 0.679
H -1.330 -0.338 2.126
C -2.815 3.319 -0.422
H -2.326 3.987 0.292
H -2.565 3.677 -1.423
H -3.903 3.423 -0.314
C -2.790 0.968 -1.386
H -2.185 0.043 -1.391
H -3.857 0.680 -1.338
H -2.618 1.450 -2.355
C 3.045 -0.621 -0.073
H 2.882 -0.229 0.936
H 3.851 -1.367 -0.052
H 3.358 0.216 -0.708
C 2.414 -1.192 -3.109
H 2.879 -0.221 -2.894
H 3.227 -1.912 -3.294
H 1.839 -1.103 -4.039
C -0.107 -3.089 -3.278
H -0.031 -2.387 -4.124
H 0.427 -4.009 -3.569
H -1.170 -3.347 -3.148
C -1.052 -3.730 -0.341
H -1.957 -3.603 -0.957
H -0.722 -4.774 -0.464
H -1.335 -3.594 0.711
C 1.036 -2.357 1.649
H 0.083 -2.503 2.175
H 1.613 -3.289 1.717
H 1.595 -1.566 2.160
C 0.236 1.579 -1.441
C 0.039 2.825 -0.896
C 0.344 1.420 -2.818
C 0.245 3.987 -1.659
H -0.059 2.786 0.200
C 0.474 2.565 -3.623
H 0.329 0.419 -3.241
C 0.489 3.836 -3.028
H 0.185 4.985 -1.214
H 0.649 2.436 -4.693
H 0.696 4.714 -3.649
C 2.890 2.052 3.652
S 1.363 1.492 2.863
C 0.588 0.590 4.208
O 0.567 2.728 2.614
H 3.416 1.187 4.065
H 2.630 2.785 4.432
H 3.491 2.524 2.861
H -0.425 0.983 4.334
H 0.557 -0.473 3.946
H 1.183 0.731 5.118
*
```